{
  "formula": "C20H32N6OSSiTi",
  "method": "the ωB97M-V functional and the def2-TZVPD basis",
  "de_lowest_kcal_mol": 16.4,
  "charge": 1,
  "gap_ev": [7.52, 5.63],
  "e_lumo_ev": [-2.8, -4.8],
  "spin_multiplicity": 2,
  "homo_ev": [-10.3, -10.4],
  "species": ["N", "N", "H", "Si", "C", "C", "C", "H", "C", "H", "N", "C", "H", "C", "H", "H", "C", "H", "H", "H", "Ti", "C", "H", "H", "H", "C", "H", "H", "H", "C", "C", "H", "C", "H", "S", "C", "H", "C", "H", "N", "H", "N", "H", "N", "C", "C", "H", "C", "H", "O", "H", "H", "H", "C", "C", "H", "H", "H", "H", "H", "H", "C"],
  "positions_angstrom": [[0.394, 1.280, 1.109], [2.619, -1.264, 0.392], [3.597, -0.962, -1.326], [-2.001, 0.016, -3.373], [5.724, -2.390, -1.034], [-2.912, -1.639, -3.345], [4.670, -2.287, -0.125], [0.309, -0.059, 3.446], [4.736, -2.947, 1.105], [3.908, -2.865, 1.793], [0.813, -0.043, 1.056], [-0.673, 0.111, -4.693], [-2.319, -1.166, 2.039], [-0.233, 1.558, 4.758], [-0.754, 3.346, 5.824], [-4.486, -0.238, 0.696], [-2.622, -1.284, 0.998], [-2.929, 2.379, -3.330], [-3.237, -2.182, 0.928], [-2.077, 1.084, 1.814], [-0.435, 0.516, -0.393], [-0.469, 3.708, 3.727], [-2.228, -2.490, -3.294], [-4.154, 1.190, -2.855], [7.819, -4.307, 0.800], [-3.005, 1.240, 1.265], [-0.665, 4.770, 3.805], [-1.808, 2.410, -1.464], [7.664, -3.193, -1.403], [6.847, -3.122, -0.699], [-3.314, 1.374, -3.529], [-2.798, 3.349, 0.948], [0.080, 0.993, 3.534], [5.665, -1.885, -1.991], [1.714, 0.661, -1.369], [-3.423, -0.058, 0.540], [-3.757, 1.497, 2.011], [0.111, 1.789, 2.383], [5.919, -4.174, 2.384], [-1.388, -1.435, 0.177], [-3.506, -1.760, -4.253], [3.571, -1.505, -0.463], [-0.783, -2.139, 0.582], [-1.573, 2.364, -0.481], [-0.157, 3.156, 2.496], [6.928, -3.756, 0.534], [-3.280, 0.048, -0.537], [-2.824, 2.446, 0.340], [-3.719, 1.392, -4.543], [-1.277, 0.201, -1.915], [-0.256, 0.937, 5.644], [-3.686, 2.517, -0.325], [-0.139, 1.062, -4.635], [-0.517, 2.913, 4.862], [5.865, -3.673, 1.427], [-1.657, -1.754, -0.749], [-1.079, 0.013, -5.701], [-0.071, 3.783, 1.616], [-0.973, 3.155, -0.281], [-3.605, -1.704, -2.501], [0.061, -0.685, -4.547], [1.777, -0.295, 0.124]],
  "forces_ev_per_a": [[-0.230, 0.397, 0.709], [0.426, -0.874, 0.462], [0.039, -0.043, -0.079], [-0.697, -0.095, -0.695], [-0.162, 0.144, -0.111], [0.279, 0.241, -0.099], [0.307, -0.382, 0.144], [0.045, -0.017, 0.044], [-0.208, 0.136, -0.005], [0.007, 0.009, 0.024], [1.409, -0.661, 0.978], [-0.225, -0.028, 0.239], [0.013, -0.039, -0.007], [-0.066, 0.078, 0.040], [-0.001, 0.014, -0.013], [0.004, -0.029, -0.010], [-0.245, 0.024, -0.002], [0.022, -0.001, -0.048], [0.097, -0.048, -0.013], [-0.015, 0.025, 0.131], [0.079, 0.119, -0.086], [-0.081, 0.054, 0.053], [0.014, 0.015, 0.002], [0.027, -0.021, 0.039], [-0.021, -0.031, -0.016], [-0.003, 0.059, -0.368], [0.012, 0.001, -0.027], [-0.068, 0.096, -0.070], [0.009, 0.010, 0.011], [0.041, -0.026, -0.001], [0.313, -0.224, -0.095], [0.077, 0.049, -0.090], [0.039, -0.011, -0.301], [0.005, -0.002, 0.007], [0.288, -0.629, 0.395], [0.181, -0.049, 0.170], [0.031, 0.009, 0.042], [0.073, 0.211, 0.518], [0.004, 0.003, 0.002], [-0.480, 0.310, -0.057], [-0.004, -0.008, -0.002], [-0.101, 0.264, -0.173], [0.189, 0.098, 0.119], [-0.264, 0.020, 0.133], [0.072, -0.225, -0.186], [-0.004, -0.002, 0.008], [-0.152, -0.001, -0.067], [-0.190, -0.173, 0.342], [-0.014, 0.012, 0.000], [-0.760, -0.292, -1.545], [0.016, -0.026, -0.023], [0.066, 0.087, -0.075], [-0.029, 0.019, -0.012], [0.012, -0.015, 0.038], [0.051, 0.000, -0.078], [-0.044, -0.162, 0.002], [-0.034, 0.007, 0.007], [0.018, 0.053, 0.045], [0.056, 0.022, 0.108], [-0.002, 0.049, 0.008], [-0.014, -0.015, 0.008], [-0.210, 1.495, -0.473]]
}


{
  "formula": "C6H7N5O",
  "method": "the ωB97M-V functional and the def2-TZVPD basis",
  "de_lowest_kcal_mol": 158.7,
  "gap_ev": 7.57,
  "e_lumo_ev": -0.9,
  "homo_ev": -8.5,
  "smiles": "COc1nnc2nn(C)cnc1-2",
  "species": ["C", "H", "N", "N", "C", "H", "H", "N", "C", "H", "C", "H", "N", "C", "H", "N", "H", "C", "O"],
  "positions_angstrom": [[1.933, 0.688, -0.263], [2.546, -1.637, 0.412], [-2.061, 0.121, -0.098], [0.001, -1.124, -0.462], [3.463, -0.887, 0.508], [-3.723, 0.247, 1.240], [3.826, -0.369, 1.090], [-1.492, 1.297, 0.016], [0.646, 0.156, -0.293], [4.288, -1.441, 0.054], [-3.504, 0.084, 0.002], [-4.133, 0.805, -0.480], [1.801, 1.999, -0.183], [-1.290, -1.020, -0.219], [-2.169, -1.858, -0.369], [0.657, 2.481, -0.043], [-3.682, -0.848, -0.222], [-0.194, 1.312, -0.129], [3.087, -0.004, -0.560]],
  "forces_ev_per_a": [[-1.343, -3.743, -1.485], [2.007, 1.320, 2.157], [1.597, 0.798, -0.116], [-0.764, 2.106, 1.532], [-7.187, -10.634, -13.577], [0.238, -0.560, -3.403], [5.280, 8.476, 12.189], [1.103, 1.347, -0.427], [-0.704, -1.718, -0.266], [0.016, -0.247, 0.120], [0.972, 3.717, 6.174], [0.545, 0.475, -0.765], [3.677, 2.162, 0.417], [-2.576, -1.962, -2.121], [3.310, 1.104, 0.436], [-3.278, -1.105, -0.219], [-2.044, -4.861, -1.205], [-0.209, 1.271, 0.863], [-0.640, 2.053, -0.304]]
}


{
  "formula": "C21H26N4O7",
  "method": "the ωB97M-V functional and the def2-TZVPD basis",
  "de_lowest_kcal_mol": 109.9,
  "gap_ev": 7.49,
  "e_lumo_ev": -0.8,
  "homo_ev": -8.2,
  "smiles": "COc1cc(/N=N/c2ccccc2C(=O)O)cc(OC)c1O.CNC(=O)[C@H](C)NC(C)=O",
  "species": ["C", "C", "H", "H", "H", "C", "H", "H", "H", "N", "C", "H", "C", "C", "C", "H", "N", "H", "H", "O", "C", "H", "C", "H", "H", "C", "C", "H", "H", "N", "H", "H", "C", "C", "H", "H", "H", "H", "H", "O", "C", "N", "H", "C", "O", "O", "C", "C", "H", "H", "C", "O", "C", "O", "H", "C", "O", "C"],
  "positions_angstrom": [[2.650, -1.141, -0.648], [1.925, 7.300, -0.569], [0.781, -3.713, 0.354], [1.624, -1.277, -1.005], [-1.877, 8.166, -0.109], [-0.344, 6.662, 0.071], [-1.838, -0.891, 0.988], [-2.581, -6.026, -1.703], [3.328, -1.347, -1.481], [-3.140, -5.511, -1.040], [-0.161, 2.290, 1.824], [-1.066, 5.930, 0.418], [-4.593, -5.531, -1.202], [0.823, 2.959, 1.098], [1.849, 0.815, 0.524], [-0.400, -7.877, 0.065], [1.425, 5.010, 0.207], [-0.421, -4.834, -2.081], [2.063, 9.361, -1.254], [2.865, 0.198, -0.174], [0.861, 0.165, 1.303], [-4.861, -6.006, -2.146], [-0.953, -4.948, -0.024], [-0.665, -3.274, 1.286], [0.205, -1.341, 2.260], [-0.824, 7.931, -0.237], [0.301, -6.575, -1.488], [1.097, -8.402, -0.734], [-0.712, -5.632, 0.788], [0.684, 4.332, 0.999], [-0.568, -2.861, -0.441], [2.585, 2.723, -0.128], [1.822, 2.214, 0.453], [3.383, 7.056, -0.778], [4.898, 6.002, -0.607], [2.857, -1.866, 0.145], [-2.969, -0.728, 2.344], [-0.949, 2.857, 2.308], [-0.304, 9.888, -0.959], [-1.160, 0.264, 2.605], [1.406, 8.581, -0.876], [-0.358, -5.437, -1.276], [-2.702, 0.642, 1.247], [0.549, -7.543, -0.350], [-3.094, -4.206, 0.792], [4.028, 7.937, -1.328], [-2.497, -4.863, -0.058], [0.056, 8.893, -0.713], [-5.049, -6.083, -0.379], [1.146, -7.053, 0.417], [-2.217, -0.201, 1.750], [3.967, 5.910, -0.361], [-0.304, -3.605, 0.312], [0.854, -1.180, 1.551], [-4.981, -4.511, -1.192], [-0.161, 0.902, 1.915], [0.696, -6.844, -2.609], [1.021, 6.318, -0.076]],
  "forces_ev_per_a": [[-0.093, -0.144, 0.216], [-1.056, -0.730, 0.501], [-0.123, -0.003, -0.039], [0.079, 0.084, 0.094], [0.146, -0.095, -0.015], [-0.038, 0.280, -0.109], [0.038, 0.055, 0.065], [-0.047, 0.079, 0.099], [0.005, 0.427, 0.183], [0.155, -0.571, -0.849], [-0.253, -0.091, 0.140], [0.367, -0.123, -0.026], [0.236, 0.194, 0.402], [1.027, -1.285, -0.335], [-0.092, 0.288, -0.079], [-0.010, -0.035, 0.238], [-0.403, -2.846, 0.743], [0.045, 0.033, -0.084], [0.083, -0.382, 0.110], [-0.428, -0.222, 0.198], [-0.186, -0.282, 0.427], [0.213, 0.042, 0.108], [0.406, 0.080, -0.548], [-0.010, 0.087, -0.169], [0.161, 0.202, -0.248], [0.407, -0.339, 0.022], [0.826, -1.572, -0.680], [-0.104, 0.193, -0.054], [0.009, -0.211, -0.142], [0.070, 3.069, -1.153], [0.061, 0.085, 0.054], [-0.110, -0.086, 0.036], [-0.098, -0.406, 0.002], [0.763, 1.470, -0.758], [0.090, 0.056, -0.042], [-0.118, 0.108, -0.087], [0.364, 0.153, 0.115], [0.069, -0.029, -0.046], [0.123, -0.128, 0.007], [-0.028, -0.578, 0.093], [0.039, -0.279, 0.061], [-1.289, 0.950, 1.151], [0.124, -0.006, 0.070], [-0.086, 0.291, -0.097], [0.425, -0.337, -0.307], [-0.059, -1.024, 0.458], [-0.341, 0.855, 0.653], [0.461, -0.141, -0.012], [-0.072, 0.065, -0.057], [-0.063, -0.065, 0.232], [-0.262, -0.027, -0.233], [-0.797, 0.482, -0.039], [-0.477, -0.161, 0.324], [0.333, 0.026, -0.192], [0.016, -0.096, 0.030], [0.397, 1.457, -0.671], [0.167, -0.009, -0.306], [-1.061, 1.192, 0.539]]
}


For each record above, in turn, the calculated strongest force on any atom values are 1.8 18.7 3.3 eV/Å.